44
Properties=species:S:1:pos:R:3:forces:R:3 method="wB97M-V/def2-TZVPD" total_charge=0 homo_energy_ev=-7.96 gap_ev=8.64 lumo_ev=0.67 relative_energy_kcal_mol=349.1 e_tot_ev=-22001.6578
C -1.77510 5.14545 -2.60138 -0.1 -4.8 2.0
C -0.30694 5.09313 -2.20877 -1.8 -4.1 5.1
C 0.31438 3.71657 -2.56111 4.6 0.6 6.3
H 0.35966 3.46372 -3.52707 -0.2 -0.9 -3.9
C 0.11209 2.46148 -1.67720 -9.9 2.8 2.7
C -1.34482 1.83904 -2.09654 -0.8 -0.5 -3.6
H -2.22023 2.18047 -1.37375 1.7 -0.9 -2.0
C -1.33069 0.21278 -2.33435 -6.1 2.5 5.6
C -0.80215 -0.35400 -1.01857 2.7 2.8 0.5
N -1.57025 -0.97302 -0.31901 -5.7 -4.6 2.3
N -1.40434 -1.70747 0.87201 9.8 1.1 -5.4
C -0.11228 -2.45013 1.12609 1.1 4.5 -1.7
O 1.06006 -2.37001 0.40463 -7.4 -1.4 3.8
O -0.32820 -2.81031 2.39533 3.6 -2.3 -1.2
C 0.91214 -3.66135 2.90133 -5.7 4.8 8.9
C 0.27315 -3.97970 4.51048 -0.6 -1.2 -4.4
H 1.13713 -4.48034 4.96358 -0.9 -0.7 0.1
H 0.10331 -3.06996 5.04890 -0.5 0.5 0.0
H -0.69828 -4.54226 4.11901 2.0 0.8 2.0
C 0.98535 -4.84342 2.22694 1.1 -6.8 -0.3
H 1.87660 -5.55745 2.58453 -2.2 1.5 -0.2
H 1.30327 -4.63689 1.30563 1.4 0.7 -4.2
H 0.03161 -5.44071 2.02966 1.1 0.9 1.1
C 1.98532 -2.76472 3.26794 4.0 0.9 -6.8
H 2.45804 -2.67167 1.89957 -0.8 0.7 4.0
H 2.84005 -3.28992 3.57736 0.9 -1.1 0.9
H 2.05636 -1.78034 3.73878 -1.3 -0.3 -0.3
H -2.15982 -1.83994 1.37981 -4.2 -1.1 2.7
C 0.51981 0.21756 -0.46785 -0.4 0.2 -7.3
H 1.23097 -0.54065 -0.62033 1.1 -1.0 0.0
C 0.91003 1.30818 -1.59014 5.8 1.1 6.3
H 1.98013 1.73623 -1.16288 -1.9 -1.1 -1.1
H 1.17337 1.01152 -2.52188 0.6 -1.8 -2.8
H 0.64223 0.56117 0.47937 -0.5 1.2 2.8
H -0.67761 -0.04037 -3.02216 2.6 -1.2 -4.0
H -2.57987 -0.12549 -2.48439 4.2 0.7 0.2
H -1.48640 2.14071 -3.35478 -0.3 -0.2 3.7
H -0.46957 2.88807 -0.39746 2.8 -0.9 -3.3
H 1.41968 3.74359 -2.18293 -0.9 1.0 -1.4
H -0.42452 5.03774 -0.94956 1.1 0.6 -3.2
H 0.26737 5.92908 -2.48467 0.7 0.9 -0.6
H -2.54175 4.34105 -1.87998 2.5 2.6 -2.4
H -1.72923 4.79779 -3.60681 -1.2 0.2 -1.1
H -1.99007 6.10477 -2.38739 -1.9 3.2 0.0